(1)
Here is one molecule with the formula C3H7N5 from OMol25. Energies are from ωB97M-V/def2-TZVPD.

Results
Multiplicity   1
Energy relative to the best compared isomer or geometry (same formula, charge and spin)   119.1 kcal per mole
LUMO level   0.7 eV
HOMO energy   -7.993 eV

Geometry as XYZ:
```
15
Properties=species:S:1:pos:R:3:forces:R:3:nbo_charge:R:1
C 0.4987 0.4170 -0.2785 -5.631 0.596 0.307 0.092
C 0.5774 -1.3642 1.4726 -1.825 -1.475 -0.292 0.304
C -2.0121 -0.7927 -0.7747 -0.001 0.151 -1.562 -0.156
H 1.3529 2.3559 -1.0092 0.053 0.519 -0.293 0.349
H -0.2318 3.1693 -1.5567 3.069 -1.728 2.537 0.360
H 1.5979 0.4954 -0.1707 -0.915 -0.110 0.074 0.223
H -0.0231 -2.0897 2.2092 1.097 1.623 -1.911 0.186
H 2.3778 -1.7991 2.0915 -1.341 1.453 -0.665 0.363
H -1.5454 0.0786 -1.1763 -0.751 0.489 -0.436 0.186
H -2.9241 -1.1115 -1.2887 0.294 -0.688 0.874 0.184
N 0.3786 2.5343 -0.7844 -2.776 4.351 -3.864 -0.599
N -0.3606 1.4283 -0.6996 4.621 -5.011 3.046 -0.242
N -0.1932 -0.7461 0.4419 3.047 1.221 0.358 -0.314
N 1.8110 -1.1612 1.4522 2.283 -1.325 1.291 -0.720
N -1.3040 -1.4143 0.0714 -1.224 -0.065 0.537 -0.216
```
Forces are in eV/Å.

---

(2)
Here is one molecule with the formula C3H7NO from OMol25. Energies are from ωB97M-V/def2-TZVPD.

Results
Multiplicity   1
Energy relative to the best compared isomer or geometry (same formula, charge and spin)   74.0 kcal per mole
LUMO level   1.1 eV
HOMO energy   -9.285 eV

Geometry as XYZ:
```
12
Properties=species:S:1:pos:R:3:forces:R:3:nbo_charge:R:1
C -0.4525 0.0147 -0.6058 5.843 -1.076 -0.122 -0.437
C -0.5574 -0.1212 0.8347 -6.061 1.105 0.303 -0.079
C 1.2010 -0.3209 -0.5337 -1.101 1.262 -2.297 0.128
O -2.2118 0.0480 0.8214 1.656 -0.365 1.331 -0.803
N 2.0409 0.6343 -0.4797 -0.499 -0.659 -0.403 -0.632
H -2.4438 0.9910 0.8212 0.472 -0.323 0.131 0.456
H 2.9966 0.3072 -0.6635 -0.191 -0.043 0.630 0.343
H -0.5597 1.0271 -0.9886 -0.129 -0.209 0.044 0.229
H -0.9051 -0.7846 -1.1889 -0.207 0.250 0.213 0.229
H -0.4254 -1.1227 1.2392 0.102 0.238 0.049 0.205
H -0.1659 0.7014 1.4292 0.212 -0.307 -0.062 0.209
H 1.4830 -1.3743 -0.6855 -0.097 0.129 0.184 0.151
```
Forces are in eV/Å.

---

(3)
Here is one molecule with the formula C3H7NO from OMol25. Energies are from ωB97M-V/def2-TZVPD.

Results
Multiplicity   1
Energy relative to the best compared isomer or geometry (same formula, charge and spin)   7.9 kcal per mole
LUMO level   0.9 eV
HOMO energy   -9.734 eV

Geometry as XYZ:
```
12
Properties=species:S:1:pos:R:3:forces:R:3:nbo_charge:R:1
C -1.7951 -0.2916 -0.1867 -0.184 -0.038 -0.097 -0.422
N -0.5881 -0.2097 0.6138 0.194 0.216 -0.016 -0.619
C 0.6330 -0.3655 0.0106 0.033 -0.028 -0.107 0.677
O 0.7840 -1.0337 -0.9965 -0.003 0.269 0.269 -0.614
C 1.7589 0.4302 0.6429 0.111 0.006 -0.024 -0.716
H -1.4999 -0.5692 -1.2012 -0.127 0.001 0.160 0.235
H -2.2754 0.6924 -0.2035 -0.066 -0.180 -0.080 0.189
H -2.5060 -1.0303 0.1927 0.118 0.057 -0.016 0.197
H -0.6055 0.4470 1.3767 -0.014 -0.026 -0.011 0.380
H 1.6023 1.4899 0.4039 0.048 -0.179 0.003 0.228
H 2.6958 0.1062 0.1972 0.011 0.026 0.085 0.242
H 1.8158 0.3493 1.7334 -0.121 -0.124 -0.165 0.223
```
Forces are in eV/Å.

---

(4)
Here is one molecule with the formula C3H7NO from OMol25. Energies are from ωB97M-V/def2-TZVPD.

Results
Multiplicity   1
Energy relative to the best compared isomer or geometry (same formula, charge and spin)   46.7 kcal per mole
LUMO level   0.7 eV
HOMO energy   -9.746 eV

Geometry as XYZ:
```
12
Properties=species:S:1:pos:R:3:forces:R:3:nbo_charge:R:1
O -0.4707 1.8828 1.3609 0.889 -1.407 -3.171 -0.544
C -0.1920 1.3913 0.2381 -1.430 1.163 4.098 0.412
C -0.2463 -0.0862 -0.0345 -2.348 1.115 -2.784 -0.146
C 0.9804 -0.5011 -0.8042 1.081 0.722 -2.525 -0.639
N -0.6366 -0.9789 0.9953 -1.138 -0.918 0.114 -0.827
H 0.0688 2.0675 -0.5799 0.196 -0.058 -0.284 0.132
H -1.1654 -0.1952 -0.8333 2.138 0.677 1.519 0.195
H 0.6521 -0.5709 -1.9100 1.024 -0.663 1.729 0.219
H 1.3558 -1.3696 -0.3169 -0.029 -1.284 -0.368 0.243
H 1.9156 0.1260 -0.8461 -1.239 0.245 0.415 0.214
H -1.6221 -1.1769 0.8232 0.403 -0.312 0.331 0.363
H -0.6397 -0.5887 1.9074 0.452 0.718 0.924 0.378
```
Forces are in eV/Å.

---

(5)
Here is one molecule with the formula C3H7NO from OMol25. Energies are from ωB97M-V/def2-TZVPD.

Results
Multiplicity   1
Energy relative to the best compared isomer or geometry (same formula, charge and spin)   73.7 kcal per mole
LUMO level   0.9 eV
HOMO energy   -9.625 eV

Geometry as XYZ:
```
12
Properties=species:S:1:pos:R:3:forces:R:3:nbo_charge:R:1
C 0.7927 -0.6100 0.7250 1.387 -1.128 -0.838 -0.088
C 0.0910 0.4677 -0.0460 -0.460 -1.286 -1.397 -0.129
C -1.2273 0.2724 -0.7836 1.371 1.608 -0.248 -0.255
H 0.0496 -0.5242 2.6789 0.351 -0.775 -2.015 0.476
H 1.0313 -1.4624 -0.0981 -1.147 1.429 2.364 0.207
H 1.8654 -0.2674 0.9541 -1.527 -0.311 0.321 0.170
H 0.3728 1.4927 0.1452 -0.283 0.148 0.331 0.193
H -1.7518 1.2117 -0.9012 -0.554 -0.247 0.012 0.193
H -1.7054 -0.6535 -0.9632 -0.999 -0.660 0.954 0.221
H 0.4441 1.0122 -2.0606 -1.889 -2.154 1.385 0.350
N 0.0153 0.1543 -1.5001 3.065 2.812 -1.547 -0.602
O 0.0223 -1.0936 1.8494 0.685 0.564 0.678 -0.737
```
Forces are in eV/Å.

---

(6)
Here is a 2-piece molecular cluster, C3H7NO overall from OMol25. Energies are from ωB97M-V/def2-TZVPD.

Results
Multiplicity   1
Energy relative to the best compared isomer or geometry (same formula, charge and spin)   44.9 kcal per mole
LUMO level   1.0 eV
HOMO energy   -10.180 eV

Geometry as XYZ:
```
12
Properties=species:S:1:pos:R:3:forces:R:3:nbo_charge:R:1
C 1.0488 0.8388 0.7968 0.806 -0.932 -0.345 -0.383
C 2.0775 1.2109 0.0435 -0.353 -0.093 -0.446 -0.382
H 1.1845 0.1456 1.6136 0.116 0.388 0.540 0.207
H 0.0265 0.9135 0.4844 -0.258 0.588 -0.146 0.176
H 3.1171 1.0133 0.2731 -0.109 -0.092 0.311 0.197
H 1.9225 1.6340 -0.9443 -0.077 0.392 0.191 0.186
C -0.9473 -1.1880 -0.2426 -1.277 0.029 0.381 0.527
N -2.1715 -0.7979 -0.7997 -0.098 -0.166 0.167 -0.864
O -0.9306 -1.7085 0.8504 0.824 -0.216 -0.723 -0.568
H -0.1157 -1.0366 -0.9349 0.466 0.028 0.349 0.132
H -2.8793 -1.2251 -0.2128 -0.277 0.445 0.028 0.383
H -2.3326 0.1999 -0.9276 0.235 -0.371 -0.308 0.390
```
Forces are in eV/Å.

---

(7)
Here is one molecule with the formula C3H7NO from OMol25. Energies are from ωB97M-V/def2-TZVPD.

Results
Multiplicity   1
Energy relative to the best compared isomer or geometry (same formula, charge and spin)   49.0 kcal per mole
LUMO level   1.1 eV
HOMO energy   -9.412 eV

Geometry as XYZ:
```
12
Properties=species:S:1:pos:R:3:forces:R:3:nbo_charge:R:1
C -1.2914 -0.3536 -0.0271 -0.005 0.042 0.022 -0.687
C 0.1594 0.0269 0.0913 0.229 0.245 -0.079 0.223
N 0.5917 1.2289 0.1124 -0.030 -0.602 -0.030 -0.157
O -0.4226 2.1670 -0.0292 -0.102 0.387 0.147 -0.580
C 1.2578 -0.9952 0.1517 -0.041 -0.117 -0.008 -0.643
H -1.4422 -1.4163 0.1894 0.084 0.218 -0.043 0.219
H -1.6673 -0.1470 -1.0377 0.103 -0.021 0.180 0.238
H -1.8909 0.2484 0.6650 0.092 -0.116 -0.139 0.241
H 0.0655 2.9880 0.1146 -0.266 -0.072 -0.101 0.477
H 1.3362 -1.5477 -0.7953 -0.083 0.088 0.207 0.218
H 1.1177 -1.7249 0.9588 -0.068 0.152 -0.146 0.215
H 2.1830 -0.4449 0.3145 0.088 -0.205 -0.009 0.236
```
Forces are in eV/Å.

---

(8)
Here is one molecule with the formula C3H7NO from OMol25. Energies are from ωB97M-V/def2-TZVPD.

Results
Multiplicity   1
Energy relative to the best compared isomer or geometry (same formula, charge and spin)   43.2 kcal per mole
LUMO level   1.1 eV
HOMO energy   -9.273 eV

Geometry as XYZ:
```
12
Properties=species:S:1:pos:R:3:forces:R:3:nbo_charge:R:1
C -0.6405 -1.8872 -0.3943 0.972 3.479 -0.076 0.535
N -0.1464 -0.6052 -0.7951 0.570 0.073 -0.843 -0.705
C -0.4666 0.5695 0.1503 0.455 -1.869 -0.547 -0.222
C 0.7834 1.4011 0.4723 -1.613 0.830 -0.900 -0.625
O 0.1109 -2.7953 -0.4064 0.606 -2.847 -0.344 -0.565
H -1.6808 -1.9289 0.0025 0.373 0.240 -0.240 0.121
H 0.7629 -0.6406 -1.4408 -2.624 0.126 2.442 0.403
H -0.6233 -0.0131 1.1200 -1.109 1.307 -1.216 0.202
H -1.2653 1.1551 -0.3884 0.420 -0.562 1.520 0.210
H 0.7865 2.3090 -0.1613 0.651 -0.655 0.150 0.211
H 1.5640 0.7072 0.3447 1.559 -0.264 -0.404 0.219
H 0.8153 1.7284 1.4965 -0.260 0.141 0.458 0.216
```
Forces are in eV/Å.

---

(9)
Here is one molecule with the formula C3H7NO from OMol25. Energies are from ωB97M-V/def2-TZVPD.

Results
Multiplicity   1
Energy relative to the best compared isomer or geometry (same formula, charge and spin)   36.5 kcal per mole
LUMO level   0.9 eV
HOMO energy   -9.063 eV

Geometry as XYZ:
```
12
Properties=species:S:1:pos:R:3:forces:R:3:nbo_charge:R:1
C 1.9477 0.3044 0.0262 -1.116 0.180 0.852 -0.407
C -0.5821 -0.1983 -0.0356 2.813 1.480 0.482 0.689
C -1.1087 1.2987 -0.0035 -1.579 -1.907 -0.308 -0.736
H 2.7243 -0.3321 -0.3149 1.385 0.388 -0.605 0.216
H 2.0440 0.4780 1.0960 0.842 0.717 0.066 0.185
H 1.6872 1.2245 -0.5283 1.019 -0.323 0.149 0.206
H 0.6041 -1.6195 -0.0961 2.225 2.750 0.183 0.428
H -0.5486 1.9435 0.6707 0.176 0.063 -0.372 0.228
H -1.2852 1.6894 -1.0375 0.739 -0.156 0.855 0.242
H -2.1644 1.1849 0.3956 1.284 0.176 -0.246 0.247
N 0.8172 -0.5246 -0.0770 -6.176 -3.086 -0.812 -0.671
O -1.2904 -1.1656 0.0538 -1.613 -0.282 -0.245 -0.626
```
Forces are in eV/Å.

---

(10)
Here is one molecule with the formula C3H7NO from OMol25. Energies are from ωB97M-V/def2-TZVPD.

Results
Multiplicity   1
Energy relative to the best compared isomer or geometry (same formula, charge and spin)   5.1 kcal per mole
LUMO level   0.9 eV
HOMO energy   -9.708 eV

Geometry as XYZ:
```
12
Properties=species:S:1:pos:R:3:forces:R:3:nbo_charge:R:1
C -1.8215 -0.4123 -0.2989 -0.080 -0.085 -0.027 -0.414
N -0.5774 -0.0151 0.3245 0.105 0.064 -0.048 -0.619
C 0.5810 -0.0230 -0.3906 -0.029 0.160 0.177 0.669
O 0.6094 -0.3542 -1.5637 0.011 0.050 0.258 -0.625
C 1.8110 0.4344 0.3708 0.084 -0.048 -0.010 -0.708
H -1.7620 -1.4637 -0.6076 -0.170 0.217 0.064 0.206
H -2.0184 0.1903 -1.1943 0.007 -0.119 0.232 0.210
H -2.6221 -0.2718 0.4345 0.079 -0.108 -0.274 0.200
H -0.5810 0.2633 1.2925 0.118 -0.049 -0.212 0.394
H 2.0194 1.4863 0.1457 -0.070 -0.191 -0.031 0.237
H 2.6578 -0.1632 0.0319 -0.040 0.102 0.040 0.241
H 1.7039 0.3290 1.4551 -0.015 0.008 -0.169 0.208
```
Forces are in eV/Å.

---

(11)
Here is one molecule with the formula C3H7NO from OMol25. Energies are from ωB97M-V/def2-TZVPD.

Results
Multiplicity   1
Energy relative to the best compared isomer or geometry (same formula, charge and spin)   26.7 kcal per mole
LUMO level   0.9 eV
HOMO energy   -7.662 eV

Geometry as XYZ:
```
12
Properties=species:S:1:pos:R:3:forces:R:3:nbo_charge:R:1
C -0.7542 0.3644 -0.0028 1.762 -1.186 0.067 0.480
N -1.4539 1.4669 0.3762 -1.350 0.686 0.333 -0.818
C 0.5776 0.2583 0.1107 0.055 0.400 -0.023 -0.414
C 1.4563 -0.8791 -0.2969 -0.059 0.053 0.051 -0.624
O -1.5578 -0.6273 -0.4819 -0.142 0.008 -0.130 -0.689
H -1.0126 -1.3977 -0.6970 -0.122 0.300 0.041 0.489
H 0.9480 -1.6244 -0.9127 0.055 -0.078 -0.004 0.184
H -2.4330 1.2344 0.5191 0.236 0.316 0.105 0.384
H -1.0446 1.9679 1.1569 -0.182 -0.135 -0.285 0.388
H 1.1172 1.1099 0.5215 -0.282 -0.011 -0.030 0.196
H 2.2983 -0.4961 -0.8831 -0.054 -0.198 0.035 0.216
H 1.8589 -1.3771 0.5901 0.082 -0.155 -0.160 0.208
```
Forces are in eV/Å.

---

(12)
Here is one molecule with the formula C3H7NO from OMol25. Energies are from ωB97M-V/def2-TZVPD.

Results
Multiplicity   1
Energy relative to the best compared isomer or geometry (same formula, charge and spin)   66.4 kcal per mole
LUMO level   0.9 eV
HOMO energy   -9.663 eV

Geometry as XYZ:
```
12
Properties=species:S:1:pos:R:3:forces:R:3:nbo_charge:R:1
C 1.0250 -0.9937 0.0519 -0.065 -0.597 0.385 -0.721
C -1.7406 0.1136 0.0884 0.397 2.634 -1.285 -0.476
C 0.4774 0.3804 0.0007 6.060 4.686 -1.009 0.565
O 1.7184 1.4009 0.0301 -0.155 -2.724 0.130 -0.814
N -0.4599 1.1411 -0.1968 -5.213 -3.908 1.264 -0.390
H 1.5541 2.1597 -0.5465 -0.612 -0.356 0.196 0.473
H 0.5304 -1.6618 -0.6484 -0.335 0.047 0.056 0.239
H 0.9679 -1.4210 1.0519 -0.267 -0.008 0.078 0.247
H 2.0828 -1.0121 -0.2039 -0.109 0.495 -0.036 0.269
H -1.9392 0.0772 1.1578 0.247 -0.052 -0.086 0.204
H -2.5245 0.6841 -0.4029 -0.368 -0.307 0.181 0.212
H -1.6917 -0.8682 -0.3823 0.420 0.091 0.125 0.192
```
Forces are in eV/Å.

---

LUMO level of number 8 (C3H7NO)? 1.1 eV

---

What is the formula in the fifth record? C3H7NO